This record from OMol25 describes the ion C18H30NO2 with charge +1. The level of theory is the ωB97M-V functional and the def2-TZVPD basis.

ΔE to the lowest compared entry with this formula, charge and spin ... 1.155 eV
HOMO level ... -11.44 eV
Maximum force ... 0.7 eV/Å
SMILES string ... C=CCc1ccccc1OC[C@H](O)C[NH+](C(C)C)C(C)C
Charge ... +1
Energy ... -908.8656 Ha

Positions of all 51 atoms, in Å:
O 0.636308 -1.320465 -1.258388
O -1.320855 0.333798 -0.515594
N 2.547312 -0.117073 -0.023724
C 3.803227 -0.118908 -0.854450
C -4.026269 2.791674 -0.068191
C 1.511168 0.795013 -0.546681
C -5.266178 -3.112792 0.444563
C 2.677312 1.328301 2.056389
C -4.875096 0.584102 0.312444
C 4.745201 1.027236 -0.522447
C -4.659357 -2.225421 -0.319386
C 0.708475 0.034468 -1.636565
C -3.430270 -1.465816 0.079754
C -0.693738 0.635766 -1.747333
C -3.635828 0.026171 0.023866
C 2.736091 -0.076828 1.469135
C 1.686951 -0.977502 2.109679
C -2.780618 2.260322 -0.346819
C -5.074483 1.951251 0.263919
C -2.588757 0.887380 -0.302096
C 4.491420 -1.472247 -0.732432
H 3.274000 2.037584 1.493753
H 3.462617 -0.005333 -1.888176
H -0.630311 1.713639 -1.927411
H 0.814137 1.038174 0.255582
H -4.171722 3.859829 -0.105311
H 5.170858 0.927644 0.471716
H 1.658208 1.699266 2.120148
H -0.185203 -1.434319 -0.754138
H 5.566316 1.015622 -1.234072
H -4.910694 -3.350341 1.434266
H -6.046792 2.361511 0.486604
H -3.135716 -1.750552 1.094417
H 0.679545 -0.619807 1.907492
H 3.725090 -0.498424 1.660331
H 5.320518 -1.515803 -1.432795
H -5.690441 -0.073652 0.572364
H 4.254753 1.993248 -0.608598
H 2.100837 -1.044433 -0.224992
H -6.141762 -3.643673 0.114159
H 1.215957 0.074075 -2.605165
H 3.071700 1.294596 3.068541
H 4.895969 -1.640103 0.262150
H 3.807472 -2.281926 -0.978379
H 1.947537 1.711587 -0.938362
H 1.823124 -0.984973 3.187365
H -5.035185 -2.000426 -1.308820
H 1.776377 -2.003052 1.756591
H -1.957487 2.916420 -0.590492
H -1.239934 0.173146 -2.579498
H -2.611782 -1.737943 -0.594938

Atomic forces in eV per Å
O -0.20 -0.44 0.01
O -0.14 0.11 0.14
N -0.13 -0.60 -0.21
C 0.60 -0.06 -0.19
C -0.03 0.01 -0.01
C -0.63 0.12 -0.32
C -0.11 -0.10 0.02
C 0.09 -0.09 -0.17
C 0.08 0.07 -0.03
C -0.24 -0.03 -0.08
C 0.24 0.04 0.00
C -0.12 0.58 0.04
C -0.01 -0.07 -0.01
C 0.25 -0.08 -0.25
C 0.31 0.03 -0.10
C 0.00 0.06 0.67
C 0.18 0.00 -0.08
C 0.25 -0.13 -0.06
C -0.04 0.06 0.03
C -0.25 -0.03 0.05
C -0.16 0.10 -0.03
H 0.08 0.12 -0.03
H -0.09 0.01 0.12
H 0.00 -0.04 0.02
H 0.14 -0.02 -0.02
H -0.02 0.10 0.00
H 0.04 -0.01 0.13
H -0.11 0.03 -0.01
H 0.02 -0.04 0.01
H 0.05 -0.03 -0.06
H 0.12 0.01 0.20
H -0.10 0.04 0.02
H 0.07 -0.07 -0.04
H -0.13 0.06 -0.05
H -0.08 0.02 -0.13
H 0.06 0.01 -0.06
H -0.09 -0.06 0.01
H 0.00 0.14 0.02
H 0.24 0.39 0.15
H -0.17 -0.08 -0.12
H -0.08 0.04 0.09
H 0.03 -0.03 0.07
H 0.04 -0.01 0.11
H -0.05 -0.13 -0.02
H 0.10 -0.02 0.08
H 0.02 0.02 0.08
H -0.13 -0.02 -0.12
H -0.02 -0.12 -0.03
H 0.08 0.06 -0.01
H 0.06 0.06 0.09
H -0.02 -0.01 0.09

Charges in e, computed with Mulliken, in the same order as the atoms: -0.696, 0.197, 0.666, 0.348, -0.816, -1.287, -0.739, -1.418, -0.630, -1.460, -0.431, 0.606, 0.081, -1.170, 0.516, 0.332, -1.409, -0.362, -0.759, 0.042, -1.432, 0.351, 0.249, 0.481, 0.365, 0.421, 0.331, 0.392, 0.314, 0.469, 0.272, 0.410, 0.242, 0.195, 0.300, 0.462, 0.477, 0.379, 0.418, 0.273, 0.556, 0.443, 0.308, 0.399, 0.284, 0.474, 0.344, 0.410, 0.401, 0.294, 0.105

This record from OMol25 describes a cluster of 5 separate species, C39H56BF4N2O2Si in total in a non-equilibrium geometry. The level of theory is the ωB97M-V functional and the def2-TZVPD basis.

ΔE to the lowest compared entry with this formula, charge and spin ... 6.294 eV
HOMO level ... -10.56 eV
Maximum force ... 4.0 eV/Å
Charge ... +1
Energy ... -2493.1166 Ha

Positions of all 105 atoms, in Å:
Si 2.900298 -4.693843 -3.792561
F -1.276930 0.898579 -4.879192
F -7.427099 4.483818 5.770199
F -2.863987 3.233338 0.832116
F 3.988072 -4.261558 0.602580
O 1.291555 -4.390861 -3.156052
O 1.562193 -0.322299 3.771371
N 0.638715 -0.527658 1.390684
N 0.734746 0.370814 -1.285057
C 1.336345 -3.644645 -1.872535
C 3.440002 -3.687983 4.141250
C 3.847218 -6.153478 -2.968110
C 4.728480 -3.900710 4.633697
C -5.516614 4.764702 7.123937
C -4.767235 7.001728 7.644650
C 5.515339 -4.362727 2.396647
C -4.948490 3.081789 1.924493
C -0.352351 1.059133 -0.432324
C 4.336780 2.407763 -3.757074
C 3.307875 1.534092 -2.798563
C 5.745047 2.546995 -2.873451
C 3.190043 -3.804559 2.774148
C 1.255282 -2.053724 -2.253075
C 0.422952 -1.119660 -1.195782
C -5.325460 1.233253 -5.531656
C -3.641656 2.074049 4.179548
C 0.600847 0.960814 -2.668008
C 1.966275 0.992959 -3.565577
C -4.611436 5.617789 7.755187
C -2.595147 1.007285 -5.091565
C 4.083237 -3.174938 -3.792787
C -5.029031 2.238140 4.186289
C 0.617848 -1.650860 0.378206
C 2.642902 -5.170180 -5.679638
C -5.821566 7.532895 6.900217
C -3.332062 1.932439 -4.360564
C -6.560853 5.303526 6.380373
C -0.320568 -2.209703 3.451440
C 4.229331 -4.143875 1.915044
C -0.456951 0.471311 1.093562
C -5.682837 2.738934 3.059491
C -4.578318 0.302092 -6.257258
C -6.719888 6.679582 6.259976
C -3.204927 0.192834 -6.039455
C -3.568770 2.909483 1.924368
C -2.908834 2.406554 3.040254
C -4.703355 2.049758 -4.586017
C 5.768094 -4.235271 3.762463
B 0.623816 -1.018526 2.825486
H 0.406010 -2.906726 4.092242
H 3.918706 0.561964 -2.472501
H -3.787090 5.206461 8.332431
H -6.763181 2.861911 3.065633
H 6.308459 -4.629982 1.706005
H -4.063597 7.666743 8.140855
H -0.317963 -2.320218 0.597581
H -7.539846 7.075406 5.669960
H 3.030065 2.077953 -1.792074
H -5.439513 3.480782 1.043115
H 2.165978 -6.229431 -5.820743
H 5.722556 1.706103 -2.038222
H -1.831687 2.278091 3.013707
H 1.632987 0.569290 -0.793673
H 6.771720 -4.396673 4.147994
H -0.728204 -1.238160 -1.460789
H -1.376713 0.795772 -0.970146
H -5.600722 1.974469 5.073542
H 3.548730 -2.177860 -4.172475
H 2.196432 -3.633910 2.373221
H -5.416353 3.687319 7.205457
H -0.242922 0.348597 -3.240473
H 2.402179 -3.845835 -1.385746
H 6.708910 2.322817 -3.522389
H 2.099797 -0.090711 -4.043536
H 3.720195 -5.163657 -6.184446
H 1.771087 1.710539 -4.488682
H 2.316494 -1.531653 -2.395096
H -1.526466 0.039821 1.366264
H 4.925129 -3.805781 5.699477
H -2.833930 2.552912 -3.622997
H -0.894280 -2.858859 2.664921
H 0.162221 2.061146 -2.550230
H 4.893328 -5.786351 -2.527192
H -5.286212 2.776611 -4.025423
H 2.471068 -0.383349 3.308628
H 5.006315 -3.328680 -4.512196
H -1.038487 -1.701732 4.257375
H 0.477020 -3.999054 -1.123860
H -2.607065 -0.518815 -6.599428
H 0.715747 -1.940089 -3.304435
H 2.631598 -3.431720 4.821777
H 4.481976 -2.903771 -2.702589
H 5.780968 3.598219 -2.344246
H 4.625151 1.809574 -4.721358
H -6.395865 1.321238 -5.705042
H 3.234746 -6.774887 -2.188345
H -0.244212 2.228494 -0.414601
H 3.861636 3.460537 -3.958773
H 1.644603 -2.241024 0.518053
H -5.065879 -0.335491 -6.990552
H -3.134235 1.687415 5.059882
H 4.143365 -6.904010 -3.846907
H 2.044407 -4.288713 -6.169502
H -5.943195 8.610354 6.819012
H -0.300890 1.397211 1.830156

Atomic forces in eV per Å
Si -0.29 -0.81 -1.41
F 0.59 -0.02 -0.07
F -0.17 -0.21 -0.15
F 0.38 0.07 -0.49
F -0.13 0.01 -0.47
O 1.81 0.87 1.48
O -0.24 -2.25 -3.25
N -0.66 -0.29 -1.18
N -1.20 0.28 1.24
C 0.86 0.22 -0.16
C 0.36 -0.07 -0.14
C 1.15 -1.11 0.06
C 0.02 0.00 -0.04
C -0.03 -0.04 -0.05
C 0.01 -0.07 -0.01
C -0.02 0.01 -0.11
C 0.09 0.00 -0.09
C -2.28 0.11 0.83
C 0.52 -0.45 1.49
C 0.34 -1.45 -0.21
C -0.35 -0.35 0.19
C 0.07 0.05 -0.11
C -0.17 1.43 -0.44
C -0.69 -2.43 0.48
C 0.07 -0.03 -0.01
C -0.35 0.11 -0.28
C -0.46 1.04 -2.36
C -0.29 0.01 -0.79
C -0.31 0.29 -0.22
C -1.77 0.13 -0.34
C 0.52 2.14 0.38
C 0.10 -0.01 -0.01
C -0.15 -0.21 -0.10
C 0.56 0.48 -0.26
C 0.13 -0.40 0.08
C 0.18 -0.08 0.01
C 0.76 0.74 0.53
C 0.46 -0.09 0.79
C 0.31 0.10 1.31
C 0.06 1.06 1.22
C 0.38 -0.08 0.09
C 0.09 0.32 0.34
C -0.05 -0.06 -0.04
C 0.15 -0.02 0.04
C -0.82 -0.34 1.21
C 0.02 0.02 -0.12
C 0.09 -0.31 -0.24
C -0.48 0.09 -0.06
B 1.23 0.89 1.89
H -1.68 1.38 -1.39
H -1.25 2.05 -0.57
H -0.18 0.04 -0.10
H 0.23 0.02 -0.01
H -0.11 0.03 0.04
H -0.15 -0.13 -0.10
H 1.86 0.77 -0.61
H 0.05 -0.08 0.07
H 0.59 -0.65 -2.05
H 0.08 -0.03 0.07
H 0.73 2.19 0.11
H 0.13 1.84 -1.65
H -0.13 0.11 0.06
H -0.43 -0.22 -0.74
H -0.19 0.01 -0.11
H 2.42 0.52 0.57
H 2.24 0.74 0.96
H 0.10 0.07 -0.20
H 1.07 -2.12 0.65
H 0.02 -0.11 0.01
H -0.04 0.10 -0.02
H 1.99 1.28 1.51
H -2.36 0.44 -0.53
H -2.10 0.82 1.31
H -0.01 2.43 1.12
H -2.25 -0.12 1.04
H 0.11 -1.46 2.01
H -2.07 -1.51 0.47
H 1.93 0.84 -1.01
H -0.06 -0.02 -0.22
H -0.02 0.00 -0.08
H 0.88 1.30 1.70
H 1.16 -2.38 -0.15
H -2.39 -0.84 -0.67
H 0.15 -0.14 -0.09
H -2.03 0.66 1.01
H -1.84 0.11 1.56
H 1.33 -1.21 -1.81
H 1.84 0.76 -1.88
H -0.03 0.07 0.06
H 1.12 -0.46 2.19
H 0.15 -0.02 -0.13
H -0.67 -0.66 -2.29
H 0.18 -2.19 -1.14
H -1.05 1.25 1.72
H 0.23 -0.01 0.04
H 1.29 1.25 -1.34
H 0.15 -2.46 -0.18
H 1.02 -2.15 0.07
H -2.37 1.10 -0.57
H 0.14 0.12 0.13
H -0.06 0.08 -0.18
H -0.72 1.56 1.85
H 0.89 -1.96 0.66
H 0.00 -0.22 -0.01
H -0.28 -2.08 -1.64

These are the Mulliken partial charges, in e, on atoms 1 to 99: 0.696, -0.239, -0.328, -0.317, -0.106, -0.626, -0.633, 0.183, 0.501, 0.000, -0.485, -0.948, -0.650, -0.223, -0.427, -0.647, -0.386, -0.765, -0.383, -0.630, -0.886, 0.058, 0.093, -0.073, -0.485, -0.664, -0.498, -0.456, -0.437, 0.414, -0.720, -0.452, -0.725, -0.998, -0.357, -0.259, 0.305, -0.608, 0.304, -0.581, -0.552, -0.431, -0.388, -0.459, 0.355, -0.115, -0.525, -0.444, 0.578, 0.122, 0.204, 0.354, 0.387, 0.411, 0.362, 0.276, 0.404, 0.245, 0.426, 0.268, 0.267, 0.449, 0.527, 0.373, 0.236, 0.299, 0.506, 0.078, 0.543, 0.389, 0.119, -0.027, 0.294, 0.132, 0.280, 0.457, -0.311, 0.312, 0.381, 0.430, 0.244, 0.444, 0.283, 0.371, 0.311, 0.398, 0.309, 0.210, 0.411, 0.257, 0.257, 0.218, 0.255, 0.260, 0.368, 0.288, 0.358, 0.305, -0.140

This record from OMol25 describes the molecule C15H28N2O3S in a non-equilibrium geometry. The level of theory is the ωB97M-V functional and the def2-TZVPD basis.

ΔE to the lowest compared entry with this formula, charge and spin ... 0.213 eV
HOMO level ... -9.30 eV
Maximum force ... 1.0 eV/Å
SMILES string ... CCCS(=O)(=O)N1CCN(C(=O)CCC2CCCC2)CC1
Charge ... 0
Energy ... -1321.7939 Ha

Positions of all 49 atoms, in Å:
S -3.420889 -0.813833 0.008227
O -3.866470 -1.382939 -1.226701
O 1.887394 1.733385 -1.434909
O -3.629473 -1.541934 1.224139
N 0.931933 0.029610 -0.328594
N -1.782377 -0.574736 -0.130020
C 4.960606 0.569558 -0.816655
C 4.917278 0.705059 0.705823
C 5.890825 -0.393812 1.146793
C 1.738490 1.123194 -0.391844
C 2.483660 1.508943 0.872180
C -4.179389 0.832324 0.188391
C 5.653208 -1.556212 0.170810
C -1.286765 0.031966 -1.342026
C -6.430430 1.942392 0.470098
C 4.967693 -0.940817 -1.063661
C 0.417735 -0.597762 0.866929
C -1.052849 -0.197864 1.053116
C 3.526941 0.463665 1.302237
C -5.676210 0.626187 0.312434
C 0.184252 -0.353966 -1.511349
H -3.916996 1.402150 -0.698538
H -7.497411 1.755436 0.553177
H 1.764428 1.681559 1.675056
H -1.110915 0.889108 1.229197
H -5.861294 -0.019193 1.172807
H 5.739332 -0.690850 2.184230
H 2.982777 2.457379 0.666564
H 6.913444 -0.027922 1.048127
H 3.621998 0.491862 2.391135
H 5.264533 1.692176 1.024396
H -1.503282 -0.729871 1.890905
H 4.135782 1.069222 -1.316050
H 0.265712 -1.436260 -1.642745
H 0.470726 -1.683696 0.737659
H 3.192030 -0.534960 1.023610
H -1.365687 1.129576 -1.300812
H -6.260144 2.586610 -0.389446
H 6.594502 -2.036011 -0.094449
H 3.945536 -1.308970 -1.159721
H 0.619859 0.162978 -2.367363
H -1.891579 -0.349535 -2.163881
H 5.018104 -2.316808 0.625552
H 0.995157 -0.316268 1.743596
H -6.102717 2.467281 1.364578
H -6.021858 0.098854 -0.578202
H -3.752997 1.282839 1.080441
H 5.491676 -1.189948 -1.985178
H 5.891313 1.008073 -1.180728

Atomic forces in eV per Å
S 0.34 0.31 0.05
O -0.01 0.21 -0.28
O 0.04 0.25 -0.22
O 0.03 0.18 0.27
N -0.14 -0.31 -0.18
N -0.88 -0.26 0.07
C -0.07 0.06 -0.01
C 0.06 -0.03 0.09
C -0.02 0.09 0.05
C 0.20 0.23 0.23
C 0.05 -0.06 -0.05
C 0.25 -0.99 -0.10
C 0.04 -0.14 0.03
C 0.18 0.04 -0.56
C 0.17 -0.23 -0.03
C 0.01 0.00 -0.09
C -0.30 0.12 0.24
C 0.25 -0.12 0.57
C 0.15 0.24 0.02
C -0.24 0.08 0.03
C -0.17 0.18 -0.29
H 0.10 0.10 -0.10
H -0.11 0.04 0.01
H 0.00 0.03 0.01
H 0.04 -0.06 0.03
H -0.07 -0.02 -0.04
H 0.06 0.02 0.09
H -0.13 -0.03 -0.02
H 0.04 0.02 0.04
H -0.02 -0.11 -0.01
H -0.03 0.01 0.02
H 0.17 0.09 0.09
H 0.04 0.11 -0.09
H -0.03 0.02 -0.02
H 0.03 0.04 0.10
H -0.06 -0.15 0.08
H 0.02 -0.05 -0.04
H -0.02 0.12 -0.07
H -0.02 -0.09 0.03
H -0.03 -0.04 -0.05
H -0.10 -0.13 0.10
H 0.14 0.11 -0.11
H 0.03 -0.07 -0.01
H 0.00 -0.03 -0.03
H -0.01 0.11 0.09
H -0.06 -0.03 0.05
H 0.12 0.09 0.09
H -0.07 -0.04 -0.06
H 0.03 0.05 -0.02

Charges in e, computed with Mulliken, in the same order as the atoms: 1.172, -0.691, -0.682, -0.698, 0.328, -0.003, -0.853, 0.174, -1.033, 0.730, -1.043, -0.731, -0.724, -0.584, -1.298, -0.493, -0.889, -0.774, -0.767, -0.508, -1.226, 0.439, 0.384, 0.354, 0.301, 0.366, 0.390, 0.367, 0.386, 0.318, 0.455, 0.517, 0.298, 0.348, 0.196, 0.509, 0.329, 0.338, 0.353, 0.064, 0.534, 0.520, 0.306, 0.545, 0.337, 0.367, 0.418, 0.451, 0.398

This record from OMol25 describes a structure of composition C8H20IrN2S4. The level of theory is the ωB97M-V functional and the def2-TZVPD basis.

HOMO level ... -20.13 eV
Maximum force ... 0.6 eV/Å
Charge ... +3
Energy ... -2122.4198 Ha

Positions of all 35 atoms, in Å:
Ir 1.114096 0.064979 0.004530
S 0.776792 0.077836 2.358674
S 0.824450 0.031565 -2.359930
S -0.068285 -1.909098 0.030074
S -0.308227 1.867012 -0.048362
N 3.090842 0.899075 0.054650
N 3.200972 -0.526041 0.071245
C -1.280073 1.788467 1.483007
C -1.230795 -1.719584 1.410860
C -0.386927 -1.327761 2.620285
C -0.056282 -1.551481 -2.621918
C -1.408729 1.556183 -1.456458
C -1.023518 -1.932999 -1.514629
C -0.485605 1.288595 -2.638358
C -0.285756 1.542071 2.600276
H -0.552616 -1.489681 -3.591458
H -2.002075 2.452379 -1.647318
H 0.740861 -2.291801 -2.720955
H -1.878697 -1.268004 -1.427350
H -1.984977 -0.985461 1.140556
H -2.077160 0.734446 -1.214689
H 3.642739 -0.911514 -0.761619
H 3.645216 -0.908716 0.904845
H -2.048941 1.024640 1.398269
H 3.547192 1.310635 -0.759882
H -1.764153 2.757205 1.622273
H -1.010432 -1.060941 3.474592
H -1.386799 -2.951075 -1.668415
H 0.410641 2.377139 2.704093
H -0.783771 1.424500 3.564229
H 0.058838 2.191253 -2.920645
H -1.719416 -2.678853 1.592591
H 3.485434 1.314211 0.898699
H 0.251925 -2.154472 2.934687
H -1.046780 0.965282 -3.516458

Atomic forces in eV per Å
Ir 0.44 -0.07 0.15
S -0.09 -0.14 0.14
S -0.05 -0.06 -0.11
S -0.18 0.17 0.00
S -0.13 -0.05 -0.04
N 0.17 0.05 0.04
N -0.50 -0.30 -0.19
C -0.09 0.05 -0.09
C 0.09 0.01 0.04
C 0.03 -0.02 -0.10
C 0.07 -0.04 0.06
C 0.09 0.01 0.02
C -0.03 -0.04 0.03
C -0.02 0.02 0.02
C 0.02 0.06 0.03
H -0.02 0.05 0.01
H 0.03 0.03 0.05
H -0.01 -0.01 -0.02
H -0.02 0.00 -0.05
H -0.03 0.00 0.03
H -0.03 -0.01 -0.05
H 0.14 0.12 0.00
H 0.05 0.15 0.05
H -0.01 -0.01 0.05
H 0.00 0.03 -0.01
H 0.01 0.01 -0.04
H 0.00 0.02 0.00
H 0.02 -0.01 0.02
H -0.01 0.00 0.01
H 0.00 -0.05 -0.01
H 0.00 0.01 0.00
H 0.04 -0.02 -0.01
H 0.00 0.05 -0.02
H 0.00 0.00 0.00
H 0.01 -0.02 0.00

Charges in e, computed with Mulliken, in the same order as the atoms: 0.813, 0.012, 0.016, -0.027, -0.027, -0.306, -0.321, -0.502, -0.459, -0.820, -0.840, -0.449, -0.500, -0.822, -0.842, 0.516, 0.554, 0.433, 0.252, 0.173, 0.175, 0.302, 0.296, 0.262, 0.306, 0.542, 0.495, 0.545, 0.434, 0.514, 0.456, 0.559, 0.309, 0.456, 0.494

no.,gap between HOMO and LUMO (hartree)
1,0.3422
2,0.3100
3,0.3647
4,0.3409